99
Properties=species:S:1:pos:R:3 method="wB97M-V/def2-TZVPD" homo_ev=-13.265 charge=+2 spin_multiplicity=1
Al 1.078 0.831 0.007
C 2.254 2.033 3.880
C 1.848 1.925 2.457
N 1.134 0.945 1.987
O 0.704 -0.007 2.901
C 2.197 2.948 1.494
C 2.951 4.192 1.821
N 1.752 2.668 0.298
O 1.919 3.447 -0.702
H 2.086 1.096 4.402
H 1.676 2.817 4.376
H 3.302 2.321 3.953
H 0.541 -0.810 2.381
H 2.499 4.727 2.657
H 2.943 4.832 0.942
H 3.989 3.973 2.075
C -4.027 3.899 -2.283
C -2.667 3.265 -2.093
C -2.118 2.691 -3.384
O -2.816 2.167 -1.100
P -1.651 1.800 -0.141
O -0.366 1.509 -0.893
C -2.220 0.348 0.787
P -1.278 -1.152 0.312
O 0.170 -0.733 0.145
O -1.938 -1.800 -0.919
C -2.355 -1.205 -2.199
C -2.107 -2.256 -3.260
C -3.826 -0.828 -2.128
O -1.237 -2.169 1.470
C -2.273 -2.935 2.185
C -3.568 -3.020 1.405
C -2.444 -2.314 3.557
O -1.271 2.964 0.824
C -2.034 3.640 1.883
C -1.733 2.991 3.223
C -3.521 3.682 1.594
H -3.951 4.670 -3.049
H -4.391 4.365 -1.370
H -4.756 3.159 -2.610
H -1.965 3.989 -1.671
H -2.822 1.971 -3.802
H -1.158 2.203 -3.219
H -1.980 3.501 -4.099
H -3.289 0.211 0.628
H -2.036 0.534 1.846
H -1.732 -0.326 -2.382
H -2.774 -3.106 -3.116
H -1.076 -2.603 -3.214
H -2.301 -1.827 -4.241
H -4.400 -1.642 -1.687
H -4.197 -0.669 -3.140
H -3.995 0.088 -1.566
H -1.832 -3.928 2.280
H -4.020 -2.032 1.295
H -4.271 -3.657 1.938
H -3.386 -3.449 0.422
H -2.907 -1.328 3.494
H -1.482 -2.226 4.059
H -3.085 -2.955 4.161
H -1.623 4.649 1.864
H -2.311 2.077 3.365
H -1.995 3.681 4.023
H -0.672 2.762 3.302
H -3.931 2.675 1.491
H -3.732 4.243 0.686
H -4.027 4.177 2.421
C 3.594 -4.765 -0.535
O 2.790 -3.991 -1.429
P 1.788 -2.857 -0.807
O 1.570 -2.001 -2.186
C 1.856 -2.416 -3.528
O 0.384 -3.702 -0.696
C 0.062 -4.778 -1.582
H 3.977 -5.607 -1.108
H 3.014 -5.136 0.312
H 4.432 -4.174 -0.162
H 2.239 -1.547 -4.061
H 0.943 -2.756 -4.020
H 2.592 -3.215 -3.551
H -0.989 -5.013 -1.427
H 0.667 -5.658 -1.363
H 0.223 -4.501 -2.625
N 2.457 1.502 -2.567
C 3.215 0.712 -1.794
N 2.812 0.314 -0.584
C 3.816 -0.400 0.081
C 3.761 -0.903 1.378
C 4.883 -1.508 1.912
C 6.051 -1.642 1.163
C 6.106 -1.192 -0.144
C 4.981 -0.571 -0.668
S 4.783 0.150 -2.247
H 2.010 2.305 -2.065
H 2.848 1.770 -3.458
H 2.855 -0.810 1.955
H 4.859 -1.884 2.926
H 6.924 -2.103 1.600
H 7.000 -1.312 -0.740


66
Properties=species:S:1:pos:R:3 method="wB97M-V/def2-TZVPD" homo_ev=-4.391 charge=-1 spin_multiplicity=1
C -3.842 -1.791 0.585
C -3.194 -0.872 0.143
C -2.435 0.062 -0.761
C -0.867 0.157 -0.407
C -0.782 1.317 0.629
O 0.311 1.255 1.542
C 0.626 2.504 2.096
C 2.026 2.997 1.612
O 2.084 4.416 1.458
C 3.145 4.807 0.619
C 4.551 4.768 1.336
C -0.538 -1.263 0.202
O -0.443 -2.231 -0.593
O -0.431 -1.439 1.434
N -0.201 0.367 -1.702
C -0.541 1.623 -2.387
C 0.688 2.535 -2.715
C 0.169 3.900 -3.269
S 1.644 4.932 -3.712
C 1.179 0.015 -1.753
C 1.581 -0.693 -2.928
C 2.934 -1.040 -3.079
C 3.812 -0.648 -2.024
C 3.263 0.024 -0.932
N 1.986 0.384 -0.772
H -4.595 -2.496 0.927
H -2.857 1.080 -0.625
H -2.552 -0.215 -1.824
H -0.795 2.336 0.182
H -1.712 1.248 1.248
H -0.140 3.294 1.954
H 0.717 2.366 3.200
H 2.833 2.629 2.287
H 2.214 2.533 0.617
H 2.994 5.832 0.226
H 3.247 4.157 -0.280
H 4.528 4.111 2.226
H 4.857 5.802 1.584
H 5.338 4.359 0.667
H -1.299 2.244 -1.878
H -0.988 1.346 -3.376
H 1.198 2.742 -1.750
H 1.366 2.098 -3.467
H -0.422 4.449 -2.515
H -0.422 3.755 -4.193
H 2.595 4.020 -4.063
H 0.850 -0.935 -3.710
H 3.309 -1.556 -3.970
H 4.881 -0.878 -2.089
H 3.957 0.287 -0.114
C -6.152 -4.008 3.202
O -6.127 -3.466 2.113
N -6.796 -3.468 4.280
N -5.538 -5.203 3.443
H -6.822 -3.905 5.181
H -7.259 -2.589 4.146
H -5.051 -5.634 2.678
H -5.550 -5.659 4.335
C 0.386 -6.394 0.497
O 0.341 -7.596 0.247
N 0.435 -5.908 1.773
N 0.392 -5.436 -0.459
H 0.469 -4.926 1.986
H 0.433 -6.575 2.521
H 0.353 -5.735 -1.415
H 0.424 -4.444 -0.253


18
Properties=species:S:1:pos:R:3 method="wB97M-V/def2-TZVPD" homo_ev=-13.241 de_lowest_ev=2.828 charge=+1 spin_multiplicity=1
C -0.161 -0.928 0.453
C 0.455 -0.873 1.567
C -1.659 0.294 -1.243
C -0.420 0.871 -2.066
C -0.292 -1.124 2.778
N 0.575 1.115 -1.099
O -0.030 -0.110 -2.922
S -1.133 -1.375 -0.708
H 1.403 -0.504 1.774
H -1.829 0.941 -0.261
H -2.609 0.216 -1.741
H -0.660 1.945 -2.587
H -1.334 -1.494 2.542
H -0.312 -0.251 3.322
H 0.069 -1.977 3.326
H 0.452 1.918 -0.486
H 1.576 0.888 -1.378
H 0.450 0.042 -3.799


33
Properties=species:S:1:pos:R:3 method="wB97M-V/def2-TZVPD" homo_ev=-7.091 de_lowest_ev=0.524 charge=0 spin_multiplicity=1
N 2.288 0.424 1.623
N 2.743 2.532 0.843
C 3.051 1.508 1.750
C 1.733 2.010 0.261
C 0.161 0.404 0.147
C -0.231 1.441 -0.696
N 0.810 2.384 -0.678
N 1.394 0.794 0.700
N -0.574 -0.758 0.326
C 1.217 -2.477 0.071
C -0.010 -1.990 2.331
C -1.218 -3.065 0.474
C -1.489 2.006 -2.985
C -2.018 2.985 -1.957
C -1.528 1.608 -1.498
C -0.107 -2.046 0.789
H 3.913 1.549 2.395
H 0.636 3.371 -0.837
H -1.393 -0.799 -0.284
H 1.421 -3.533 0.222
H 2.049 -1.912 0.487
H 1.166 -2.335 -0.989
H 0.456 -2.879 2.731
H 0.618 -1.160 2.682
H -0.990 -1.796 2.765
H -2.063 -2.934 1.162
H -0.832 -4.099 0.610
H -1.596 -2.964 -0.521
H -0.520 2.203 -3.440
H -2.296 1.565 -3.603
H -3.089 3.174 -1.880
H -1.401 3.891 -1.793
H -2.302 0.900 -1.206


48
Properties=species:S:1:pos:R:3 method="wB97M-V/def2-TZVPD" homo_ev=-9.925 de_lowest_ev=1.300 charge=0 spin_multiplicity=1
Br 9.623 -16.607 8.661
C 11.414 -17.256 9.391
C 11.268 -17.941 10.778
Br 13.090 -18.161 11.605
H 12.117 -16.424 9.402
H 11.761 -18.014 8.688
H 10.756 -18.888 10.607
H 10.723 -17.398 11.550
Br 2.240 -17.744 6.538
C 1.207 -17.168 8.125
C 0.023 -16.263 7.597
Br -0.622 -15.394 9.234
H 1.885 -16.622 8.781
H 0.763 -18.051 8.584
H -0.812 -16.714 7.061
H 0.391 -15.499 6.912
Br 2.106 -13.266 8.224
C 0.973 -11.676 7.631
C 1.730 -10.438 8.079
Br 3.460 -10.132 7.168
H 0.005 -11.733 8.130
H 0.783 -11.768 6.561
H 1.973 -10.518 9.139
H 1.173 -9.539 7.816
Br 12.345 -11.494 9.196
C 11.049 -12.976 9.638
C 10.356 -12.609 10.947
Br 9.131 -14.142 11.408
H 11.710 -13.843 9.646
H 10.386 -13.118 8.785
H 9.771 -11.691 10.897
H 11.134 -12.531 11.707
Br 7.991 -18.373 11.520
C 6.478 -17.883 12.793
C 6.543 -16.335 13.062
Br 5.115 -15.794 14.384
H 6.667 -18.437 13.713
H 5.576 -18.061 12.208
H 6.521 -15.666 12.202
H 7.508 -16.115 13.518
Br 6.923 -12.940 8.614
C 6.521 -14.882 8.983
C 4.999 -14.962 9.115
Br 4.625 -16.735 9.985
H 6.964 -15.062 9.963
H 6.894 -15.484 8.154
H 4.481 -15.064 8.162
H 4.581 -14.115 9.659


87
Properties=species:S:1:pos:R:3 method="wB97M-V/def2-TZVPD" homo_ev="-7.574 / -7.576" charge=0 spin_multiplicity=5
Pm 1.482 0.927 0.038
Br -1.284 5.995 -5.115
C -0.400 5.124 -3.720
C -0.744 5.562 -2.377
C -0.154 4.886 -1.328
C 0.619 3.719 -1.486
O 0.866 2.961 -0.410
C 0.933 3.284 -2.815
C 1.820 2.189 -3.181
N 2.250 1.290 -2.360
C 3.143 0.328 -2.799
C 3.140 -0.297 -4.012
C 4.044 -1.291 -4.304
C 5.051 -1.669 -3.433
C 5.092 -1.104 -2.188
C 6.075 -1.382 -1.254
C 6.089 -0.739 -0.069
C 4.954 0.017 0.275
N 3.978 0.303 -0.593
C 4.099 -0.176 -1.841
C 0.394 4.004 -3.896
H -1.396 6.383 -2.223
H -0.369 5.150 -0.331
H 2.223 2.208 -4.185
H 2.254 -0.150 -4.636
H 4.014 -1.849 -5.233
H 5.801 -2.417 -3.690
H 6.871 -2.059 -1.587
H 6.835 -0.939 0.726
H 4.866 0.505 1.241
H 0.592 3.701 -4.897
C 2.382 -2.875 4.088
C 1.952 -2.984 2.637
C 0.811 -3.659 2.173
C 0.418 -3.614 0.843
C 1.279 -2.806 0.044
Br 1.093 -2.509 -1.850
N 2.293 -2.029 0.461
C 2.551 -2.089 1.771
H 2.958 -3.758 4.455
H 1.508 -2.696 4.804
H 3.164 -2.179 4.137
H 0.162 -4.111 2.921
H -0.442 -4.148 0.424
H 3.322 -1.391 2.070
O 0.447 -0.189 6.277
C 0.642 0.130 5.116
C -0.243 -0.343 4.013
O -1.146 -1.143 4.040
C 0.403 0.243 2.828
C 1.602 0.907 3.115
O 2.435 1.269 2.180
C 1.858 0.950 4.532
O 2.740 1.330 5.243
O 0.162 0.059 1.554
C -5.702 0.002 -3.587
C -5.571 0.995 -2.637
C -4.534 1.002 -1.726
C -3.534 0.088 -1.828
C -3.540 -0.787 -2.915
C -4.590 -0.822 -3.798
As -1.948 0.132 -0.607
C -2.520 1.189 0.975
C -2.244 2.537 1.229
C -2.358 3.021 2.511
C -2.842 2.180 3.516
C -3.262 0.877 3.217
C -3.046 0.321 1.968
C -3.236 -1.076 1.555
C -3.788 -2.121 2.342
C -3.984 -3.397 1.805
C -3.583 -3.641 0.477
C -2.886 -2.668 -0.224
C -2.714 -1.390 0.343
H -6.621 -0.030 -4.171
H -6.393 1.726 -2.552
H -4.553 1.763 -0.971
H -2.721 -1.467 -3.016
H -4.592 -1.513 -4.624
H -1.864 3.123 0.340
H -1.843 3.960 2.780
H -2.903 2.450 4.600
H -3.621 0.277 4.118
H -4.174 -1.800 3.308
H -4.329 -4.204 2.427
H -3.591 -4.678 0.106
H -2.402 -2.878 -1.149


12
Properties=species:S:1:pos:R:3 method="wB97M-V/def2-TZVPD" homo_ev=-9.294 de_lowest_ev=2.833 charge=0 spin_multiplicity=1
O 0.876 1.905 0.981
C 0.386 1.039 0.287
C -1.028 0.825 -0.127
C -0.731 -1.161 -0.046
O 0.453 -1.104 -0.729
C 1.253 -0.149 -0.063
H -1.259 0.681 -1.175
H -1.645 1.679 0.269
H -0.620 -1.419 1.014
H -1.409 -1.865 -0.575
H 2.066 0.175 -0.714
H 1.630 -0.547 0.891


15
Properties=species:S:1:pos:R:3 method="wB97M-V/def2-TZVPD" homo_ev=-7.497 de_lowest_ev=2.125 charge=0 spin_multiplicity=1
C -2.178 -0.303 -0.178
C -0.788 0.065 0.228
C -0.146 1.258 -0.076
N 1.122 1.201 0.431
C 1.389 -0.119 0.712
N 2.384 -0.491 -0.264
C 0.169 -0.783 0.816
H -2.412 -1.335 0.100
H -2.919 0.359 0.275
H -2.272 -0.224 -1.268
H -0.530 2.150 -0.546
H 1.903 1.754 0.107
H 2.443 -1.503 -0.329
H 1.802 -0.199 -1.083
H 0.036 -1.829 1.075


no.,largest force on an atom (eV/Å),electronic energy (eV)
1,0.89,-102621.3373
2,2.51,-53335.8103
3,4.37,-19710.0909
4,2.99,-19131.5561
5,2.25,-853343.0572
6,3.15,-281371.2051
7,1.66,-8337.6284
8,1.23,-8292.8711